(1)
Below is C18H48F3NiO16 as an isolated structure in a non-equilibrium geometry, with properties calculated with ωB97M-V/def2-TZVPD.

```
! RIJCOSX wB97M-V def2-TZVPD def2/J DEFGRID3
* xyz 1 3
Ni 6.2212 -1.8938 -1.4429
C 1.8893 0.2912 0.1180
O 1.9169 -0.6244 1.2690
O 2.8664 -0.2352 -0.7606
C 0.4061 0.4732 -0.4164
F 0.2902 1.3159 -1.4171
F 0.0484 -0.6782 -0.8751
F -0.4859 0.8420 0.5674
C 1.5376 -0.0204 2.5418
C 1.0398 -1.2057 3.3164
H 0.0819 -1.0469 3.8118
H 0.9117 -2.0876 2.6887
H 1.8127 -1.5162 4.0194
H 0.9012 0.8632 2.5899
H 2.4508 0.2548 3.0695
H 2.2870 1.2477 0.4571
C 2.9315 -8.4168 5.6129
C 3.0369 -6.9255 5.2078
O 4.0724 -6.6443 4.3253
O 2.8895 -9.2403 4.4157
H 2.0536 -8.6944 6.1963
H 3.7932 -8.8309 6.1364
H 3.1680 -6.3560 6.1279
H 2.1927 -6.5075 4.6595
H 4.4411 -7.5292 4.2734
H 2.3954 -10.0385 4.6164
C -3.4287 5.6010 -4.2900
C -4.5088 4.5588 -4.0829
O -4.4829 3.6084 -5.1531
O -2.1243 5.2072 -4.0726
H -3.6934 6.3465 -3.5401
H -3.4634 6.1116 -5.2524
H -5.4626 5.0853 -4.1172
H -4.3609 4.0296 -3.1415
H -5.0276 2.8687 -4.8740
H -2.1277 4.3575 -4.5194
C -2.3243 -6.2565 0.0614
C -3.6318 -7.1546 -0.2403
O -4.8298 -6.5272 0.2239
O -2.0167 -5.2894 -0.8881
H -1.5192 -6.9747 0.2163
H -2.2719 -5.7886 1.0444
H -3.5365 -8.1762 0.1278
H -3.8688 -7.1937 -1.3035
H -5.5181 -7.1869 0.3368
H -1.6902 -4.4718 -0.5054
C 8.0136 1.8927 -0.1254
C 7.5512 1.2301 1.1432
O 7.5394 -0.1941 1.0444
O 7.3441 1.2995 -1.2495
H 9.0817 1.6952 -0.2165
H 7.8450 2.9685 -0.0767
H 6.5101 1.4732 1.3553
H 8.0801 1.4427 2.0723
H 8.3971 -0.5160 1.3313
H 6.9823 1.9470 -1.8590
C 4.6364 6.1354 -5.6351
C 4.0095 4.7677 -5.3634
O 4.7638 4.0429 -4.3557
O 5.8828 6.0060 -6.4093
H 4.8443 6.2897 -4.5763
H 3.9798 6.8537 -6.1259
H 3.8215 4.1095 -6.2117
H 3.0497 4.8522 -4.8537
H 4.2003 3.3107 -4.0952
H 6.5574 6.2922 -5.7892
C -3.4083 3.9043 3.7082
C -4.5999 4.7849 3.3087
O -5.6271 4.4527 4.2965
O -2.9421 4.2825 4.9829
H -2.5087 4.2060 3.1718
H -3.4914 2.8175 3.7203
H -4.8565 4.5201 2.2830
H -4.3048 5.8335 3.3471
H -6.0799 5.2014 4.6915
H -2.8567 5.2376 5.0291
C -6.7202 -1.5101 -0.8157
C -6.0293 -0.8601 -2.0670
O -6.7890 0.1580 -2.6720
O -7.9292 -2.2129 -1.1608
H -7.0795 -0.6228 -0.2944
H -6.0389 -2.1393 -0.2430
H -5.7821 -1.6121 -2.8164
H -5.0891 -0.4042 -1.7567
H -7.6561 0.1507 -2.2600
H -8.5634 -1.6380 -1.5955
*
```

Properties
HOMO-LUMO gap (spin up / spin down) ... 4.97 / 5.00 eV
E ... -3725.6671 Eh
E_LUMO (spin up / spin down) ... -0.2287 / -0.2276 Eh
Expectation value of S² ... 2.006


(2)
Below is a 6-piece molecular cluster, C18H48O6 overall in a non-equilibrium geometry, with properties calculated with ωB97M-V/def2-TZVPD.

```
! RIJCOSX wB97M-V def2-TZVPD def2/J DEFGRID3
* xyz 0 1
C -6.9021 2.3777 1.6625
C -6.4021 2.2068 0.1840
C -4.9609 1.8378 0.3149
O -7.2136 1.0934 -0.2749
H -6.9720 1.4489 2.2287
H -7.8793 2.8536 1.5809
H -6.1962 2.9146 2.2960
H -6.6365 3.1987 -0.2022
H -4.8597 0.7697 0.5075
H -4.2050 2.2809 0.9632
H -4.6007 1.9563 -0.7070
H -6.7484 0.7000 -1.0168
C 0.6641 1.6023 -1.8212
C -0.6100 0.9525 -1.1228
C -0.3450 0.0656 0.0642
O -1.3300 2.0432 -0.7219
H 0.4712 2.5914 -2.2365
H 1.1225 0.9598 -2.5730
H 1.5026 1.6934 -1.1307
H -1.1142 0.2965 -1.8324
H 0.3076 -0.7985 -0.0613
H -1.2339 -0.3164 0.5663
H 0.2716 0.5312 0.8330
H -1.7746 2.5116 -1.4323
C 5.0494 2.4733 -1.2945
C 6.0043 2.1076 -2.4122
C 5.6342 0.8532 -3.1878
O 5.9663 3.1844 -3.3296
H 4.9976 1.7790 -0.4558
H 4.0907 2.4159 -1.8100
H 5.2315 3.4377 -0.8202
H 6.9267 1.8118 -1.9125
H 6.3109 0.6282 -4.0121
H 4.7354 1.0081 -3.7846
H 5.5412 -0.0785 -2.6297
H 6.4929 2.9116 -4.0845
C -3.1244 -3.4846 -1.8038
C -3.2970 -3.7468 -0.2676
C -1.9424 -3.9787 0.4236
O -3.9640 -2.5626 0.1895
H -2.2734 -4.0536 -2.1780
H -3.2570 -2.4143 -1.9619
H -3.9941 -3.8403 -2.3562
H -3.9302 -4.6136 -0.0784
H -1.1242 -3.2884 0.2180
H -1.6357 -4.9685 0.0854
H -2.0249 -4.1916 1.4894
H -3.9285 -2.6447 1.1453
C -1.3816 -0.2281 4.0982
C -0.3537 0.8272 3.8610
C -0.9517 2.2137 3.6200
O 0.3915 0.7996 4.9987
H -2.0957 0.0458 4.8748
H -0.9658 -1.1828 4.4204
H -1.8940 -0.5076 3.1776
H 0.2235 0.5111 2.9921
H -0.1591 2.9619 3.6167
H -1.5674 2.5776 4.4425
H -1.5967 2.3008 2.7457
H 0.8669 1.6334 5.0207
C 5.5480 -1.9873 -0.1326
C 4.4329 -2.7317 -0.7164
C 3.2220 -1.8568 -0.8989
O 4.7853 -3.2412 -1.9426
H 5.9870 -1.2278 -0.7794
H 6.3569 -2.6658 0.1385
H 5.2086 -1.4269 0.7385
H 4.0956 -3.6012 -0.1523
H 2.9039 -1.5702 0.1035
H 2.3961 -2.4345 -1.3139
H 3.3225 -0.9272 -1.4591
H 4.3846 -2.7975 -2.6937
*
```

Properties
Energy relative to the best compared isomer or geometry (same formula, charge and spin) ... 76.6 kcal per mole
HOMO-LUMO gap ... 10.58 eV
E ... -1165.9211 Eh
E_LUMO ... 0.0173 Eh


(3)
Below is C18H49N2O22S4V as an isolated structure in a non-equilibrium geometry, with properties calculated with ωB97M-V/def2-TZVPD.

```
! RIJCOSX wB97M-V def2-TZVPD def2/J DEFGRID3
* xyz 0 1
O -4.5332 -0.9853 -1.4290
V -4.3794 -0.5252 0.1277
O -4.7016 -1.7621 1.0354
C -0.4920 1.1915 0.1259
C -1.8359 0.5708 -0.0620
O -2.8422 1.2837 -0.3624
O -2.0233 -0.6415 0.2066
H -0.4861 1.9717 0.8860
H -0.1987 1.6696 -0.8162
H 0.3565 0.5361 0.3163
C -5.6684 3.5774 -1.3862
O -4.5070 3.0286 -1.9618
H -5.5661 3.6681 -0.2990
H -5.8605 4.6016 -1.7167
H -6.5478 2.9988 -1.6938
H -4.0753 2.4462 -1.3320
C -1.0307 3.5580 -3.1947
O -1.5320 2.2513 -2.9645
H -0.6756 3.6402 -4.2209
H -1.8277 4.2983 -3.0932
H -0.2233 3.7578 -2.4840
H -2.1146 2.2916 -2.1984
O 3.5666 -0.7420 -2.7694
S 3.2466 -1.8255 -1.8862
O 4.1018 -2.9677 -1.7643
O 3.0063 -1.1533 -0.4249
C 3.0806 -1.9672 0.7483
C 2.2985 -1.2989 1.8740
C 1.5598 -2.3682 -2.3312
H 4.0867 -2.3125 0.9814
H 2.4816 -2.8447 0.4603
H 2.9524 -0.5767 2.3640
H 2.0820 -2.0807 2.6044
H 1.3536 -0.9112 1.5067
H 0.8728 -1.6319 -1.9214
H 1.3351 -3.3813 -2.0084
H 1.5488 -2.3410 -3.4190
O 1.2915 0.1313 7.5475
S -0.0015 -0.2944 7.0947
O -1.1756 -0.1681 7.9206
O -0.3626 0.4621 5.6987
C 0.7247 1.0723 4.9882
C 0.3355 1.0306 3.5229
C 0.1453 -1.9818 6.4874
H 1.6786 0.5595 5.1195
H 0.8678 2.0957 5.3328
H 0.1233 0.0096 3.1983
H 1.1263 1.3289 2.8327
H -0.5678 1.6177 3.3541
H 0.4111 -2.6568 7.2973
H 0.9463 -2.0464 5.7514
H -0.7950 -2.2495 6.0119
O -1.9076 -5.6569 -0.5266
S -1.7789 -4.9640 -1.7821
O -0.5007 -4.7959 -2.4178
O -2.7604 -5.6962 -2.8420
C -4.0930 -6.0211 -2.4953
C -4.5729 -7.0649 -3.4585
C -2.5169 -3.3443 -1.7035
H -4.7283 -5.1280 -2.5903
H -4.1868 -6.3302 -1.4501
H -4.5356 -6.7201 -4.4956
H -5.6305 -7.2586 -3.2764
H -3.8974 -7.9203 -3.4543
H -2.7549 -2.9737 -2.7025
H -1.7877 -2.6491 -1.2969
H -3.4898 -3.3804 -1.2179
O 8.1564 3.0135 1.1606
S 7.2581 2.1050 0.4984
O 7.4238 0.6924 0.7380
O 5.7487 2.4907 0.8950
C 4.7257 1.5567 0.5224
C 3.3725 2.1274 0.7937
C 7.2193 2.4884 -1.2996
H 4.8869 0.6412 1.0972
H 4.8200 1.2538 -0.5241
H 2.6270 1.3400 0.6942
H 3.1479 2.9400 0.1000
H 3.3201 2.5509 1.7987
H 8.2723 2.4266 -1.5707
H 6.8366 3.4919 -1.4499
H 6.6593 1.7153 -1.8171
C -2.8729 3.8789 2.2079
N -4.1730 4.3268 2.7693
O -4.9480 4.8301 1.9857
O -4.3401 4.1768 3.9565
H -2.5384 2.9426 2.6524
H -2.1323 4.6652 2.2992
H -3.0547 3.5809 1.1755
C 1.4115 1.1997 -4.2099
N 0.5234 0.6316 -5.2655
O 0.7058 0.9729 -6.4119
O -0.3124 -0.1667 -4.8921
H 2.4423 0.8957 -4.3621
H 1.1010 0.9205 -3.2089
H 1.2988 2.2801 -4.2784
*
```

Properties
HOMO-LUMO gap ... 7.34 eV
E ... -5016.4678 Eh
E_LUMO ... -0.1259 Eh


(4)
Below is a 13-piece molecular cluster, C18H50FN13O28S overall in a non-equilibrium geometry, with properties calculated with ωB97M-V/def2-TZVPD.

```
! RIJCOSX wB97M-V def2-TZVPD def2/J DEFGRID3
* xyz 0 1
C -3.7054 0.4810 0.3468
C -3.3503 0.2676 -1.1230
C -1.9716 0.7646 -1.5103
O -0.9278 0.1212 -0.7725
C -0.5366 0.7427 0.4070
N 0.9321 0.8906 0.3708
O 1.4309 1.3494 1.5993
C 1.1703 2.7561 1.7792
C 1.3720 3.6193 0.5560
S 1.7184 -0.5481 0.0458
O 2.9666 -0.5592 0.7221
O 0.8712 -1.6754 0.2088
F 2.0263 -0.3645 -1.4606
H -3.2878 -0.3023 0.9805
H -4.7895 0.4308 0.4666
H -3.3594 1.4380 0.7429
H -4.0538 0.8400 -1.7377
H -3.4843 -0.7706 -1.4258
H -1.9066 1.8571 -1.4827
H -1.8043 0.4816 -2.5480
H -0.8059 0.1294 1.2747
H -1.0150 1.7135 0.5306
H 1.8541 3.0659 2.5647
H 0.1498 2.8562 2.1536
H 0.7916 3.2951 -0.3039
H 2.4219 3.7466 0.2992
H 1.0047 4.6144 0.8083
C 0.0817 -2.4442 -3.2845
N -0.8191 -1.9699 -4.3729
O -1.4891 -0.9810 -4.1483
O -0.8275 -2.5994 -5.4057
H -0.0294 -1.7814 -2.4327
H -0.2182 -3.4576 -3.0365
H 1.0953 -2.4254 -3.6730
C -3.3291 1.5138 -5.3002
N -4.5495 1.4764 -4.4574
O -4.5226 2.0449 -3.3858
O -5.5044 0.8600 -4.8878
H -2.5738 2.0887 -4.7811
H -3.0116 0.4843 -5.4412
H -3.5884 1.9795 -6.2453
C 4.9392 -2.3493 2.1332
N 5.3347 -3.1952 3.2862
O 4.8313 -4.2949 3.3992
O 6.1580 -2.7363 4.0529
H 4.2122 -2.8882 1.5396
H 4.5146 -1.4306 2.5246
H 5.8411 -2.1529 1.5662
C 8.4542 -2.2178 6.4544
N 9.7790 -1.5797 6.2248
O 10.0454 -0.5772 6.8521
O 10.5089 -2.1124 5.4142
H 7.9169 -1.6381 7.1951
H 7.9264 -2.2251 5.5068
H 8.6370 -3.2294 6.8032
C 2.8642 5.3153 -3.0676
N 1.6740 5.4348 -2.1831
O 1.8075 5.9958 -1.1196
O 0.6381 4.9479 -2.5923
H 3.7046 5.7874 -2.5737
H 3.0427 4.2563 -3.2281
H 2.6238 5.8114 -4.0028
C -8.3549 2.4183 -4.4371
N -9.5482 2.3483 -3.5508
O -9.4846 2.8945 -2.4675
O -10.5082 1.7359 -3.9672
H -7.5819 2.9858 -3.9322
H -8.0278 1.4002 -4.6231
H -8.6592 2.9012 -5.3606
C -8.2261 -0.0878 -1.3974
N -6.9750 -0.7131 -0.8876
O -6.3541 -1.4368 -1.6332
O -6.6562 -0.4466 0.2556
H -8.3762 -0.4142 -2.4200
H -9.0386 -0.4134 -0.7554
H -8.0988 0.9898 -1.3377
C -2.9193 6.1706 -3.5283
N -3.1925 5.0528 -4.4704
O -4.3080 4.5802 -4.4771
O -2.2722 4.6861 -5.1736
H -3.8286 6.3804 -2.9780
H -2.1188 5.8515 -2.8681
H -2.6103 7.0248 -4.1231
C -6.7089 -2.4611 3.6515
N -5.5080 -1.5830 3.6201
O -5.4694 -0.6475 4.3911
O -4.6502 -1.8669 2.8141
H -7.3858 -2.0883 4.4107
H -7.1598 -2.4221 2.6646
H -6.3702 -3.4662 3.8822
C 9.4923 -2.3775 -0.1385
N 8.0580 -2.1934 0.2112
O 7.6041 -1.0706 0.1948
O 7.4298 -3.1948 0.4959
H 9.9147 -1.4063 -0.3648
H 9.9787 -2.8305 0.7200
H 9.5330 -3.0388 -0.9985
C 6.2703 -6.9382 2.6547
N 7.3990 -7.8916 2.4693
O 7.5927 -8.7182 3.3353
O 8.0546 -7.7740 1.4550
H 5.7816 -7.1594 3.5950
H 6.6856 -5.9367 2.6580
H 5.5923 -7.0708 1.8175
C 0.0159 -1.0282 4.8024
N 0.3370 0.4248 4.8487
O -0.3664 1.1757 4.2082
O 1.2885 0.7576 5.5217
H -0.8493 -1.1673 4.1650
H 0.8868 -1.5390 4.4026
H -0.1868 -1.3478 5.8198
*
```

Properties
HOMO-LUMO gap ... 9.70 eV
E ... -4031.2068 Eh
E_LUMO ... -0.0068 Eh


> Look up the E of the second one.

-1165.9211 Eh